(1)
Below is a molecular structure, C37H38FN9O3S6SeTi, with properties calculated with the ωB97M-V functional and the def2-TZVPD basis.

Positions of all 96 atoms, in Å:
Se (-2.226, 4.022, 2.524)
Ti (-0.426, 1.774, 1.640)
S (-1.219, -0.341, 2.857)
S (-2.567, 0.993, 0.090)
S (-2.574, -2.369, -0.413)
S (-4.628, 0.411, 2.177)
S (-4.619, -2.422, 1.762)
S (-6.171, -1.323, 4.048)
F (2.380, -4.082, 1.951)
O (-0.055, 2.651, -2.457)
O (-0.333, 2.573, -0.252)
O (1.085, 0.611, 0.996)
N (-0.048, 2.015, 3.835)
N (2.172, -5.515, -0.495)
N (2.623, -7.638, -1.584)
N (1.049, -1.305, -2.644)
N (1.249, 3.277, 1.946)
N (-3.038, 4.574, -0.195)
N (-0.854, 1.486, 4.792)
N (-2.342, -0.163, 5.261)
N (-1.073, 5.336, 0.301)
C (1.688, -3.379, -1.562)
C (-1.477, 0.403, 4.388)
C (1.457, -1.336, -0.266)
C (2.777, 4.252, 3.496)
C (3.184, -6.187, 0.302)
C (0.576, 0.658, -1.360)
C (-2.499, 5.099, -1.368)
C (-5.182, -1.123, 2.742)
C (1.668, 3.458, 3.212)
C (-1.236, 5.584, -1.052)
C (-3.000, 5.177, -2.656)
C (0.617, -0.008, -2.533)
C (0.929, -6.281, -0.478)
C (-0.420, 6.167, -2.004)
C (-3.592, -0.146, 0.874)
C (2.093, -3.395, 0.808)
C (-2.132, 4.665, 0.797)
C (-0.915, 6.240, -3.296)
C (-3.251, -1.848, -2.006)
C (3.465, 4.851, 2.460)
C (1.139, -7.513, -1.390)
C (0.973, -1.971, -3.910)
C (-2.184, 5.754, -3.616)
C (-4.377, 4.021, -0.095)
C (1.428, -1.245, -5.135)
C (1.844, -2.049, 0.898)
C (1.035, 0.006, -0.161)
C (1.406, -2.027, -1.506)
C (2.249, -2.377, -4.590)
C (0.028, 2.061, -1.388)
C (0.896, 2.790, 4.250)
C (3.042, 4.640, 1.157)
C (1.935, 3.839, 0.948)
C (-3.607, -1.483, 0.687)
C (2.030, -4.095, -0.382)
C (1.244, 3.001, 5.688)
C (3.326, -7.626, -0.259)
H (2.938, -6.246, 1.365)
H (0.568, 6.534, -1.755)
H (2.263, -3.315, -5.131)
H (-4.643, 3.951, 0.955)
H (0.125, -5.660, -0.862)
H (0.653, -6.597, 0.537)
H (3.166, -2.123, -4.074)
H (1.816, -0.243, -5.005)
H (4.119, -5.636, 0.208)
H (-2.631, 0.409, 6.039)
H (0.778, -8.440, -0.951)
H (4.361, -7.920, -0.407)
H (2.275, 2.691, 5.872)
H (3.559, 5.076, 0.313)
H (-3.034, -0.797, 4.895)
H (0.124, -2.641, -4.013)
H (3.091, 4.395, 4.519)
H (-2.531, 5.816, -4.638)
H (4.328, 5.472, 2.664)
H (-3.974, 4.779, -2.908)
H (2.895, -6.756, -2.039)
H (0.282, 0.473, -3.440)
H (2.834, -8.368, 0.367)
H (1.155, 4.057, 5.958)
H (-4.314, -2.080, -2.057)
H (-4.403, 3.024, -0.529)
H (2.872, -8.439, -2.159)
H (-2.721, -2.416, -2.771)
H (-0.236, 5.458, 0.845)
H (1.844, -1.548, 1.854)
H (0.696, -7.380, -2.374)
H (-3.080, -0.782, -2.145)
H (0.575, 2.418, 6.311)
H (-0.302, 6.673, -4.076)
H (-5.068, 4.690, -0.608)
H (1.558, 3.645, -0.046)
H (0.864, -1.401, -6.044)
H (1.658, -3.916, -2.501)

## Properties
- strongest force on any atom (hartree/bohr) = 0.0174
- LUMO level (alpha / beta) (eV) = -1.12 / -1.13
- 2S+1 = 3



(2)
Below is a molecular structure, C37H38N3OsP2S3Te, with properties calculated with the ωB97M-V functional and the def2-TZVPD basis.

Positions of all 85 atoms, in Å:
Os (-0.062, 0.797, 0.193)
Te (-4.007, -2.003, 0.797)
S (-0.357, 3.141, -0.332)
S (-6.180, -4.254, 1.807)
S (0.003, 6.055, -0.479)
P (0.081, -1.556, 0.003)
P (2.240, 0.644, -0.142)
N (1.940, 4.509, 0.116)
N (-2.068, 0.893, 0.899)
N (-4.099, 1.685, 1.034)
C (4.387, 0.290, -3.629)
C (5.083, 3.017, 1.632)
C (-5.262, -3.549, 0.494)
C (-0.020, -1.633, 2.734)
C (-5.518, -4.218, -0.719)
C (2.554, 5.818, 0.332)
C (-6.420, -5.252, -0.566)
C (-2.423, 0.995, 2.235)
C (-3.197, 1.438, -1.292)
C (-0.309, -2.156, 3.983)
C (3.794, 1.265, -4.419)
C (4.404, 2.259, 0.685)
C (-2.151, -2.497, -3.267)
C (-0.705, -2.477, -1.340)
C (-1.858, -3.838, -3.467)
C (-1.558, -3.929, 2.940)
C (-1.575, -1.816, -2.204)
C (2.792, -1.014, 0.432)
C (3.248, 2.761, 3.173)
C (-1.087, -3.304, 4.086)
C (3.143, 1.746, 0.986)
C (4.512, 3.258, 2.873)
C (0.666, 4.496, -0.192)
C (-0.984, -4.500, -2.612)
C (2.291, 1.795, -2.629)
C (-3.682, 1.491, 2.328)
C (2.562, 2.012, 2.231)
C (-0.466, -2.275, 1.576)
C (1.856, -2.075, -0.137)
C (-3.114, 1.322, 0.189)
C (2.743, 2.020, -3.919)
C (1.647, 6.845, -0.342)
C (-6.859, -5.379, 0.752)
C (-0.401, -3.824, -1.552)
C (-1.246, -3.426, 1.682)
C (3.950, 0.073, -2.330)
C (2.903, 0.836, -1.815)
H (6.067, 3.406, 1.406)
H (2.053, -2.228, -1.201)
H (2.637, 6.002, 1.405)
H (2.273, 2.779, -4.530)
H (-4.998, 2.051, 0.758)
H (4.151, 1.433, -5.426)
H (1.972, 7.090, -1.351)
H (-2.299, -4.370, -4.299)
H (5.200, -0.304, -4.023)
H (-1.767, -0.761, -2.057)
H (-1.594, -3.938, 0.793)
H (-3.933, 0.744, -1.704)
H (-2.229, 1.229, -1.743)
H (0.290, -4.344, -0.900)
H (2.807, 2.958, 4.142)
H (4.842, 2.070, -0.288)
H (-7.565, -6.110, 1.125)
H (0.566, -0.716, 2.644)
H (1.451, 2.362, -2.248)
H (-1.338, -3.697, 5.062)
H (1.566, 1.636, 2.447)
H (4.443, -0.688, -1.739)
H (-6.751, -5.893, -1.370)
H (1.548, 7.762, 0.230)
H (2.427, 3.660, 0.387)
H (-5.055, -3.932, -1.653)
H (-3.489, 2.449, -1.574)
H (5.050, 3.835, 3.613)
H (-1.745, 0.708, 3.021)
H (3.821, -1.185, 0.115)
H (3.555, 5.831, -0.096)
H (2.791, -1.013, 1.523)
H (-2.158, -4.826, 3.023)
H (-0.741, -5.539, -2.784)
H (1.982, -3.028, 0.379)
H (0.077, -1.681, 4.875)
H (-2.805, -1.972, -3.952)
H (-4.291, 1.734, 3.181)

## Properties
- strongest force on any atom (hartree/bohr) = 0.0297
- LUMO level (alpha / beta) (eV) = -10.64 / -10.64
- total charge = +3



(3)
Below is a molecular structure, C37H39AsClN5OS4V, with properties calculated with the ωB97M-V functional and the def2-TZVPD basis.

Positions of all 89 atoms, in Å:
As (-1.139, -0.870, 1.744)
V (-1.140, -0.170, -1.425)
Cl (-6.445, -3.521, 2.119)
S (0.604, -1.535, -0.924)
S (2.604, 0.844, -1.672)
S (-0.776, -0.805, -3.623)
S (0.517, 3.343, 0.992)
O (-2.226, -1.482, -1.320)
N (-3.101, 0.910, -0.918)
N (4.867, 2.170, -1.984)
N (3.628, 2.576, -0.050)
N (-1.036, 1.693, -2.396)
N (-0.387, 1.042, -0.237)
C (-2.050, 0.306, 3.047)
C (-1.962, 2.624, -2.076)
C (-4.056, -1.030, 0.093)
C (-5.048, -1.547, 0.937)
C (-3.889, 4.522, -1.354)
C (-0.689, 4.335, -3.233)
C (-3.385, -3.315, -0.426)
C (-2.827, 4.908, -2.132)
C (-2.090, -2.314, 5.055)
C (0.328, -3.105, -4.601)
C (-4.379, -3.795, 0.392)
C (5.109, 1.399, -3.185)
C (-1.254, -2.635, 2.726)
C (5.577, 2.932, 1.421)
C (1.060, -4.267, -4.473)
C (-1.884, -2.206, 6.418)
C (5.808, 0.077, -2.886)
C (-1.831, 3.978, -2.486)
C (1.380, -3.842, -2.133)
C (0.671, -2.649, -2.256)
C (-3.180, -1.928, -0.590)
C (0.229, 3.367, -3.539)
C (-3.070, 2.240, -1.264)
C (0.464, -2.531, 6.087)
C (1.572, -4.644, -3.237)
C (0.678, -0.385, 2.305)
C (0.253, -2.664, 4.725)
C (-3.995, 0.375, -0.158)
C (-0.603, -2.304, 6.939)
C (-0.009, 2.031, 0.277)
C (-5.200, -2.905, 1.088)
C (4.493, 3.564, 0.547)
C (0.014, 2.053, -3.106)
C (-1.026, -2.546, 4.185)
C (-4.008, 3.206, -0.913)
C (0.113, -2.293, -3.489)
C (3.787, 1.919, -1.209)
H (1.786, -4.100, -1.166)
H (-3.090, -2.229, 4.648)
H (5.706, 2.014, -3.863)
H (2.758, 2.384, 0.432)
H (2.138, -5.558, -3.140)
H (5.165, -0.531, -2.253)
H (-4.529, -4.859, 0.495)
H (-1.905, 1.337, 2.719)
H (6.006, -0.469, -3.804)
H (-4.652, 5.238, -1.082)
H (-1.631, 0.191, 4.046)
H (-2.734, -3.991, -0.964)
H (1.123, 3.593, -4.097)
H (-2.731, 5.926, -2.475)
H (-0.076, -2.811, -5.557)
H (-2.241, -3.056, 2.507)
H (5.121, 2.332, 2.203)
H (-0.442, -2.221, 8.004)
H (-4.798, 0.960, 0.303)
H (4.952, 4.178, -0.234)
H (3.867, 4.212, 1.165)
H (-0.552, 5.366, -3.528)
H (-4.853, 2.944, -0.295)
H (1.407, -0.773, 1.591)
H (4.133, 1.202, -3.635)
H (0.901, -0.763, 3.303)
H (6.750, 0.253, -2.370)
H (5.685, 2.573, -1.553)
H (6.181, 3.707, 1.888)
H (-5.697, -0.866, 1.468)
H (1.466, -2.611, 6.484)
H (1.088, -2.882, 4.072)
H (1.235, -4.886, -5.340)
H (6.231, 2.289, 0.836)
H (0.763, 0.701, 2.323)
H (-3.122, 0.104, 3.081)
H (0.747, 1.288, -3.332)
H (-0.497, -3.261, 2.242)
H (-2.725, -2.047, 7.078)

## Properties
- strongest force on any atom (hartree/bohr) = 0.0641
- LUMO level (alpha / beta) (eV) = -1.17 / -1.14
- 2S+1 = 2



(4)
Below is a molecular structure, C37H39AsF3N2O2PRuSi, with properties calculated with the ωB97M-V functional and the def2-TZVPD basis.

Positions of all 87 atoms, in Å:
Ru (0.458, -0.266, 0.521)
As (-1.074, -6.415, 1.032)
P (1.110, -2.487, 0.031)
Si (-1.105, 2.664, 1.739)
F (-1.870, -1.020, 0.850)
F (-2.342, -2.447, -0.723)
F (-3.813, -0.981, -0.129)
O (-0.598, -0.215, -1.304)
O (-2.583, 0.387, -2.202)
N (0.181, 1.663, 1.026)
N (2.236, 0.824, 1.055)
C (-1.294, -7.057, -0.760)
C (3.177, -3.388, 4.039)
C (2.241, -2.496, -1.395)
C (0.148, -4.054, -0.245)
C (1.494, 1.967, 0.897)
C (1.607, -7.547, 0.732)
C (-1.514, -7.968, -3.361)
C (-0.528, 2.673, 3.548)
C (4.372, -0.370, 1.274)
C (2.965, -8.306, 2.568)
C (3.305, -3.500, -3.314)
C (0.608, -7.183, 1.635)
C (0.789, -7.391, 3.001)
C (3.570, 0.855, 0.980)
C (2.104, 3.185, 0.598)
C (2.137, -2.473, 3.952)
C (3.044, -3.804, 1.671)
C (-1.982, -6.698, -3.032)
C (-0.958, -8.793, -2.387)
C (-0.875, -8.354, -1.079)
C (-1.876, -0.186, -1.425)
C (-0.823, -4.433, 0.869)
C (3.637, -4.038, 2.903)
C (3.853, -2.279, -3.670)
C (3.596, -1.160, -2.892)
C (3.480, 3.206, 0.467)
C (2.001, -2.892, 1.571)
C (2.782, -1.265, -1.778)
C (2.505, -3.615, -2.187)
C (1.969, -7.946, 3.466)
C (-2.777, 1.835, 1.573)
C (-1.184, 4.399, 1.021)
C (2.788, -8.094, 1.207)
C (-2.540, -1.157, -0.368)
C (1.556, -2.226, 2.720)
C (4.217, 2.051, 0.668)
C (-1.902, -6.250, -1.728)
H (-0.366, -3.939, -1.198)
H (-3.531, 2.510, 1.982)
H (-2.104, 4.860, 1.385)
H (-1.612, -8.331, -4.375)
H (3.633, -3.580, 5.001)
H (-0.614, -9.785, -2.642)
H (0.736, -1.509, 2.641)
H (-2.310, -5.281, -1.462)
H (5.037, -0.162, 2.114)
H (3.983, 4.131, 0.218)
H (2.103, -8.122, 4.525)
H (1.466, -7.421, -0.334)
H (4.466, -4.726, 2.981)
H (-0.001, -7.145, 3.700)
H (-0.224, 1.674, 3.865)
H (4.993, -0.647, 0.422)
H (3.735, -1.205, 1.540)
H (3.565, -8.370, 0.506)
H (0.924, -4.813, -0.357)
H (3.475, -4.376, -3.926)
H (-0.359, 5.044, 1.324)
H (3.884, -8.751, 2.927)
H (4.003, -0.196, -3.169)
H (-0.480, -9.004, -0.308)
H (5.296, 2.052, 0.603)
H (2.084, -4.584, -1.954)
H (0.323, 3.347, 3.665)
H (1.789, -1.955, 4.836)
H (3.421, -4.286, 0.777)
H (-2.427, -6.070, -3.792)
H (-2.860, 0.897, 2.120)
H (-1.338, 3.014, 4.193)
H (-1.236, 4.384, -0.069)
H (2.545, -0.376, -1.211)
H (4.458, -2.193, -4.563)
H (-1.816, -4.021, 0.702)
H (1.511, 4.074, 0.440)
H (-0.476, -4.095, 1.847)
H (-3.037, 1.657, 0.527)

## Properties
- strongest force on any atom (hartree/bohr) = 0.0283
- LUMO level (alpha / beta) (eV) = -5.34 / -8.59
- total charge = +2
- 2S+1 = 5



(5)
Below is a molecular structure, C37H39BN2O4P2Ti, with properties calculated with the ωB97M-V functional and the def2-TZVPD basis.

Positions of all 86 atoms, in Å:
Ti (-0.418, 0.315, 0.433)
P (-1.345, -1.500, -1.239)
P (0.976, -1.842, 0.121)
O (2.746, 0.617, 1.201)
O (-3.184, 2.296, 2.678)
O (-2.066, 1.349, 0.977)
O (2.437, 2.033, -0.566)
N (-0.759, -0.353, 2.559)
N (-0.057, -2.587, -1.009)
C (-2.336, 1.555, 2.231)
C (-0.524, -1.266, -5.221)
C (-1.549, -1.469, -3.048)
C (5.173, -2.345, -1.713)
C (8.403, 0.003, -0.401)
C (4.728, -3.294, -0.803)
C (-1.779, -1.236, -5.813)
C (-3.647, -1.689, 0.268)
C (4.356, -1.279, -2.060)
C (3.964, 1.015, 0.728)
C (1.785, -3.402, 3.807)
C (7.754, 0.694, 0.807)
C (-4.327, -4.254, -0.553)
C (-0.275, -4.390, 3.064)
C (1.911, -2.744, 2.593)
C (-2.918, -1.317, -5.026)
C (3.777, 1.877, -0.335)
C (-2.806, -1.435, -3.648)
C (4.849, 2.393, -1.028)
C (-0.408, -1.374, -3.845)
C (-1.437, 0.784, 3.218)
C (2.644, -2.103, -0.569)
C (8.572, 1.935, 1.187)
C (-2.854, -2.348, -0.669)
C (7.791, -0.281, 1.985)
C (-0.153, -3.731, 1.848)
C (6.325, 1.107, 0.445)
C (-3.211, -3.631, -1.088)
C (0.947, -2.913, 1.596)
C (-4.775, -2.310, 0.793)
C (0.125, -3.903, -1.607)
C (-5.107, -3.594, 0.391)
C (5.217, 0.613, 1.138)
C (6.118, 1.992, -0.618)
C (3.468, -3.174, -0.233)
C (3.098, -1.160, -1.492)
C (0.694, -4.229, 4.044)
B (1.747, 1.203, 0.354)
H (7.834, -0.886, -0.681)
H (-1.869, -1.145, -6.888)
H (-3.899, -1.290, -5.483)
H (6.160, -2.434, -2.149)
H (7.361, 0.160, 2.886)
H (8.622, 2.650, 0.365)
H (3.132, -3.914, 0.483)
H (6.974, 2.384, -1.154)
H (8.443, 0.665, -1.267)
H (2.752, -2.083, 2.417)
H (2.467, -0.314, -1.743)
H (-5.389, -1.786, 1.513)
H (-4.596, -5.251, -0.878)
H (7.253, -1.203, 1.759)
H (2.539, -3.265, 4.572)
H (5.363, -4.128, -0.533)
H (9.424, -0.301, -0.160)
H (-3.700, -1.500, -3.040)
H (4.707, -0.524, -2.752)
H (-1.131, -5.028, 3.246)
H (0.597, -4.741, 4.993)
H (4.710, 3.070, -1.860)
H (-3.390, -0.679, 0.572)
H (0.367, -1.199, -5.833)
H (-2.626, -4.141, -1.844)
H (8.126, 2.442, 2.045)
H (-1.362, -1.171, 2.565)
H (1.190, -4.093, -1.746)
H (8.828, -0.545, 2.204)
H (-0.927, -3.841, 1.097)
H (-0.681, 1.485, 3.574)
H (5.314, -0.077, 1.964)
H (-0.352, -3.932, -2.588)
H (-2.037, 0.480, 4.076)
H (-5.981, -4.081, 0.803)
H (0.084, -0.623, 3.056)
H (-0.293, -4.700, -0.988)
H (9.593, 1.650, 1.448)
H (0.573, -1.392, -3.383)

## Properties
- strongest force on any atom (hartree/bohr) = 0.0029
- LUMO level (alpha / beta) (eV) = 0.31 / 0.17
- 2S+1 = 3



How do the records compare in ΔE to the lowest compared entry with this formula, charge and spin? In the order shown, they have 0.9611 2.9625 0.3750 0.5678 0.0000 eV.